103
Properties=species:S:1:pos:R:3:lowdin_charge:R:1 method="wB97M-V/def2-TZVPD" orbital_gap_ev="7.7 / 8.2" charge=0 lumo_energy_ev="0.689 / 0.689" s_squared=0.75 max_force_ev_per_a=0.7 multiplicity=2 de_lowest_kj_mol=0.00 e_homo_ev="-7.00 / -7.55"
C -3.35718 -1.24929 0.31104 -0.086
C 1.89557 -2.50474 1.90929 -0.286
N 1.22469 -2.03215 -3.18589 0.105
H 4.33480 -4.48060 3.18429 0.103
H 0.38049 3.25554 3.94177 0.010
H 1.75128 1.80346 6.20869 0.108
H -3.27294 2.50876 -2.39879 0.098
H 3.03743 -2.46428 3.73206 0.101
O -0.77327 -0.72539 -1.38612 -0.169
P 1.01064 -0.94935 2.17286 0.661
H 0.11282 -2.10133 6.85708 0.107
H 0.22761 -2.55240 4.43934 0.119
C -5.60206 -0.57020 -0.22718 -0.091
H 3.34248 2.92845 1.02040 0.020
H -4.63404 -2.29677 -1.05586 0.107
C 1.48431 0.58952 4.46119 -0.100
C -1.54011 1.23723 -2.51171 -0.492
H 0.17117 4.01312 -0.28899 0.032
H -1.36758 1.39670 -4.64306 0.095
C -0.55191 -1.04313 1.58370 -0.448
C 2.85723 -2.97784 2.79373 -0.092
P -1.64074 0.16602 1.98918 0.673
H 4.22812 1.43111 3.38541 0.025
H 0.89036 -2.83074 0.04432 0.099
C -1.79116 1.17051 4.65817 -0.098
C -0.71408 4.30376 0.27790 -0.171
H -0.57129 5.33432 0.61489 0.037
Si -1.00054 3.23546 1.79651 0.347
C 1.66152 -3.18590 0.71845 -0.077
C -2.14605 0.19396 3.74148 -0.269
O -0.86193 1.82261 -1.37233 -0.130
C 2.21507 -1.16838 -2.88337 -0.693
H 0.23024 -1.84242 -3.03962 0.106
C 3.78222 2.16004 0.38013 -0.185
H -3.40245 3.82423 1.81529 0.027
H -2.48639 4.86581 2.90217 0.035
Ti 0.15695 0.36556 0.01798 0.823
H 3.82123 -3.51307 -4.46304 0.119
C -2.94741 -0.00555 6.40653 -0.086
C -4.29688 0.71910 1.32477 -0.081
H 0.89196 0.07050 7.75275 0.104
C -2.60654 3.83245 2.56468 -0.172
C -1.23396 -0.26364 -2.49286 -0.597
C 4.43973 0.53924 2.79591 -0.173
C 0.94448 -0.12621 6.68891 -0.088
H 1.83093 1.35300 3.78302 0.073
C 1.42670 0.84333 5.82531 -0.079
H 0.60805 4.70232 2.96028 0.036
C 3.37408 -4.77669 1.28590 -0.087
H -3.56087 0.94460 -3.18540 0.106
N -1.06134 1.55952 1.36635 -0.315
C 0.50919 -1.34820 6.18784 -0.075
C -2.19030 1.07464 5.98591 -0.080
C 1.08162 -0.63706 3.95668 -0.289
H -6.30673 1.20288 0.76377 0.103
H 1.36316 3.18037 2.48093 0.011
H 5.50822 0.55411 2.55274 0.035
H -3.17211 -1.67845 3.47451 0.113
N 3.34826 -1.71071 -3.38290 -0.121
H 4.85338 2.37037 0.30911 0.035
O -1.41540 -0.95023 -3.49375 0.055
H -2.51374 -1.91718 0.19024 0.093
H 3.36246 2.26361 -0.62066 -0.017
C -3.04059 1.44201 -2.36748 0.022
C 4.40453 -0.89223 0.19774 -0.186
C 0.57627 -1.60155 4.82884 -0.084
C 3.59229 -4.11590 2.48572 -0.083
H -2.94328 3.24252 3.41845 0.013
C -4.54335 -1.45109 -0.38572 -0.074
C 1.72866 -3.10967 -3.87719 -0.058
N 1.80168 0.21430 1.31012 -0.335
Si 3.52371 0.47183 1.14819 0.328
C -2.89851 -0.89934 4.17748 -0.078
H -4.20892 1.56794 1.99510 0.095
H 5.33806 -0.48846 -0.20824 0.036
H -1.18607 2.01426 4.35216 0.066
H -1.55997 4.29902 -0.41312 0.030
H 5.33913 -1.66676 -3.92664 0.093
H -1.50300 1.99071 -0.65563 0.051
C 4.66485 -1.11133 -3.27941 -0.025
H 2.22513 -4.83143 -0.52929 0.101
H 0.11272 1.80928 -3.75731 0.068
C 0.46146 3.61906 2.91583 -0.164
C -3.29666 -0.99867 5.49819 -0.078
H -1.25071 2.94690 -3.77517 0.092
H -3.88327 -1.85021 5.81972 0.103
H -6.52567 -0.72696 -0.77032 0.101
H 1.09988 -3.90721 -4.22876 0.121
H -3.40583 1.01948 -1.42879 0.073
H 4.66254 -1.71412 0.86552 0.028
S 2.15095 0.30568 -2.04367 0.730
C -0.97386 1.89198 -3.75710 -0.001
C -3.22752 -0.16036 1.16432 -0.297
C 3.05836 -2.91618 -3.99680 -0.050
H -1.90025 1.84657 6.68786 0.109
C 2.40620 -4.31038 0.40314 -0.077
H 5.01984 -1.14997 -2.25117 0.060
H 3.94948 -5.66068 1.04138 0.101
H 3.80901 -1.29273 -0.62244 -0.022
C -5.47928 0.51671 0.63295 -0.085
H -3.26208 -0.08036 7.44007 0.102
H 4.61845 -0.07324 -3.60053 0.087
H 4.26558 -0.33171 3.42883 0.017